The following is a DFT calculation (wB97M-V/def2-TZVPD) of a structure of composition C30H26BaF5NOP2Te in a non-equilibrium geometry.

For the orbital gap, the calculation gives 5.19 eV. The HOMO energy comes out at -6.606 eV. The molar mass comes out at 838.4 g mol⁻¹. As for the LUMO energy: -0.052 hartree.

The geometry in ORCA input format:
```
! wB97M-V def2-TZVPD RIJCOSX def2/J DEFGRID3
* xyz 0 1
Ba 1.8705 -0.6025 -1.7813
C -1.9164 1.4509 -2.5359
P -1.5426 3.0818 -1.6288
C -2.7021 3.2645 -0.2777
C -3.6929 4.2727 -0.4375
C -4.6434 4.5673 0.4968
C -4.6745 3.7405 1.6320
C -3.8216 2.6185 1.8019
C -2.8133 2.4189 0.8385
C 0.1314 2.7996 -0.9131
C 1.1718 2.5667 -1.8465
C 2.5009 2.3621 -1.4062
C 2.7639 2.2613 -0.0275
C 1.7801 2.6203 0.9156
C 0.4989 2.9516 0.4630
C -1.9186 0.1976 -1.7325
C -2.9434 -0.3219 -0.9724
C -2.4997 -1.5219 -0.3542
C -1.1377 -1.6618 -0.8365
C -0.3840 -2.9022 -0.5741
P 0.3547 -3.2971 1.0838
C 2.0529 -2.7338 1.0723
C 2.7649 -2.1243 2.1635
C 4.1337 -1.8581 2.0535
C 4.8476 -2.1834 0.9252
C 4.2100 -2.7982 -0.1153
C 2.8995 -3.1114 -0.0503
C -0.4769 -2.1981 2.2345
C -0.2867 -0.7846 2.2380
C -0.8906 0.0136 3.1931
C -1.7955 -0.5157 4.0944
C -1.9847 -1.8992 4.1237
C -1.3230 -2.7452 3.2185
N -0.8140 -0.6076 -1.6332
H -1.2162 1.3688 -3.3615
H -2.9095 1.6693 -2.9425
H -3.7296 4.7902 -1.3996
H -5.4023 5.3979 0.3480
H -5.3897 3.9238 2.4111
H -3.9690 2.0038 2.6548
H -2.1511 1.4993 0.8235
H 0.9743 2.6137 -2.9075
H 3.2237 2.2572 -2.1812
H 3.7366 1.9608 0.3202
H 2.0332 2.5888 1.9951
H -0.2081 3.2410 1.2317
H -3.9536 0.1070 -0.9558
H -2.9266 -2.0151 0.5158
H 0.3655 -3.0429 -1.4240
H -1.0741 -3.7838 -0.6457
H 2.2088 -2.0084 3.1046
H 4.6506 -1.3895 2.8762
H 5.8649 -1.8233 0.8305
H 4.7773 -3.1848 -0.9772
H 2.3720 -3.6252 -0.8143
H 0.5176 -0.3302 1.6332
H -0.6132 1.0325 3.1023
H -2.3924 0.1644 4.7247
H -2.6302 -2.3321 4.9195
H -1.4410 -3.7916 3.3033
F 2.0426 -3.2436 -5.7505
Te 2.8940 -2.0303 -4.6095
F 1.1764 -1.2498 -4.6552
F 4.4838 -3.1470 -4.6873
F 3.3611 -1.3563 -6.2796
F 2.0961 -2.8639 -3.0524
O 3.5089 -0.7216 -3.5760
*
```

Atomic partial charges in e from the natural (NBO) method, atoms 1 to 6: 1.8539 -0.6647 0.7989 -0.4276 -0.1639 -0.2390